No. 1
# C18H13N3O

An isolated molecule of C18H13N3O (the ωB97M-V functional and the def2-TZVPD basis, the OMol25 dataset).

- E_tot (eV) = -25392.603
- HOMO-LUMO gap (eV) = 8.551
- highest occupied orbital energy (eV) = -8.15
- relative energy (zero: lowest compared OMol25 entry of this formula, charge and spin) (kcal per mole) = 0.0
- SMILES = Cc1cccc(C#Cc2ncn3c2COc2ccccc2-3)n1
- LUMO level (eV) = 0.40

Element x y z (Å)
C (-2.741, -5.842, 1.141)
C (-2.623, -4.585, 1.943)
C (-3.192, -4.487, 3.267)
C (-3.087, -3.271, 3.985)
C (-2.309, -2.255, 3.377)
C (-1.838, -2.381, 2.046)
C (-1.133, -1.275, 1.424)
C (-0.479, -0.410, 0.883)
C (0.258, 0.634, 0.232)
N (-0.137, 1.971, 0.219)
C (0.690, 2.557, -0.581)
N (1.687, 1.702, -1.013)
C (1.392, 0.473, -0.499)
C (2.116, -0.742, -0.894)
O (3.214, -0.507, -1.817)
C (3.537, 0.767, -2.235)
C (4.657, 0.926, -3.074)
C (5.009, 2.197, -3.564)
C (4.209, 3.278, -3.198)
C (3.109, 3.155, -2.387)
C (2.763, 1.881, -1.877)
N (-1.971, -3.551, 1.366)
H (-2.109, -5.811, 0.270)
H (-2.450, -6.697, 1.772)
H (-3.756, -5.971, 0.793)
H (-3.615, -5.356, 3.699)
H (-3.518, -3.202, 4.988)
H (-2.124, -1.314, 3.886)
H (0.597, 3.612, -0.821)
H (1.405, -1.409, -1.386)
H (2.519, -1.205, 0.025)
H (5.167, 0.018, -3.393)
H (5.797, 2.328, -4.349)
H (4.420, 4.201, -3.679)
H (2.480, 4.031, -2.206)

No. 2
# C18H39BFN2O10

A cluster of 4 separate species, C18H39BFN2O10 in total (the ωB97M-V functional and the def2-TZVPD basis, the OMol25 dataset).

- E_tot (eV) = -46144.300
- HOMO-LUMO gap (eV) = 9.187
- total charge = +1
- highest occupied orbital energy (eV) = -12.42
- LUMO level (eV) = -3.24

Element x y z (Å)
C (3.816, -3.139, 1.904)
C (3.398, -2.664, 0.500)
C (3.762, -1.195, 0.189)
C (1.932, -2.999, 0.190)
C (0.876, -2.169, 0.962)
F (1.504, -1.371, 1.920)
C (-0.048, -3.102, 1.764)
N (-1.498, -2.706, 1.715)
C (-2.076, -2.604, 0.326)
C (-1.039, -2.078, -0.655)
C (0.071, -1.257, 0.027)
B (-0.484, 0.122, 0.634)
N (-0.656, 0.426, 2.007)
O (-0.851, 1.118, -0.242)
H (4.186, -4.164, 1.867)
H (4.597, -2.508, 2.323)
H (2.982, -3.142, 2.609)
H (3.973, -3.282, -0.193)
H (4.500, -1.142, -0.611)
H (4.224, -0.724, 1.056)
H (2.899, -0.589, -0.082)
H (1.767, -2.855, -0.881)
H (1.796, -4.069, 0.369)
H (0.008, -4.137, 1.436)
H (0.249, -3.063, 2.812)
H (-2.028, -3.408, 2.231)
H (-1.650, -1.817, 2.197)
H (-2.907, -1.902, 0.401)
H (-2.509, -3.559, 0.036)
H (-1.551, -1.466, -1.396)
H (-0.562, -2.920, -1.162)
H (0.757, -0.981, -0.779)
H (-1.391, 1.061, 2.280)
H (-0.380, -0.194, 2.748)
H (-0.999, 0.790, -1.139)
C (8.518, 2.825, 0.659)
O (7.219, 2.380, 1.076)
C (6.219, 3.153, 0.663)
O (6.319, 4.145, -0.008)
O (5.074, 2.637, 1.119)
C (3.910, 3.382, 0.747)
H (9.216, 2.102, 1.069)
H (8.584, 2.843, -0.426)
H (8.725, 3.816, 1.055)
H (3.810, 3.421, -0.336)
H (3.958, 4.394, 1.144)
H (3.072, 2.848, 1.186)
C (-4.494, -0.430, -2.639)
O (-4.096, -1.774, -2.932)
C (-4.887, -2.391, -3.827)
O (-5.845, -1.899, -4.352)
O (-4.418, -3.619, -4.012)
C (-5.170, -4.398, -4.960)
H (-3.772, -0.062, -1.912)
H (-4.463, 0.195, -3.529)
H (-5.493, -0.398, -2.209)
H (-5.157, -3.920, -5.937)
H (-6.198, -4.515, -4.623)
H (-4.672, -5.361, -5.003)
C (-1.729, 4.028, -0.286)
O (-3.141, 4.269, -0.243)
C (-3.561, 4.840, 0.887)
O (-2.866, 5.121, 1.829)
O (-4.871, 5.039, 0.795)
C (-5.459, 5.667, 1.943)
H (-1.544, 3.554, -1.245)
H (-1.179, 4.965, -0.224)
H (-1.428, 3.368, 0.522)
H (-5.021, 6.649, 2.105)
H (-5.314, 5.054, 2.830)
H (-6.515, 5.758, 1.713)

No. 3
# C34H23BBr2F2KN5O2

A structure of composition C34H23BBr2F2KN5O2 (the ωB97M-V functional and the def2-TZVPD basis, the OMol25 dataset).

- E_tot (eV) = -209704.637
- HOMO-LUMO gap (alpha / beta) (eV) = 4.399 / 3.738
- total charge = -2
- highest occupied orbital energy (alpha / beta) (eV) = -0.49 / 0.17
- relative energy (zero: lowest compared OMol25 entry of this formula, charge and spin) (kcal per mole) = 24.8
- LUMO level (alpha / beta) (eV) = 3.91 / 3.91

Element x y z (Å)
K (0.222, 0.024, 0.153)
O (4.100, -1.552, 1.685)
C (3.203, -1.362, 0.864)
N (1.928, -1.772, 0.899)
C (1.540, -2.942, 1.441)
O (2.166, -3.998, 1.497)
C (0.109, -2.950, 2.001)
C (-0.310, -4.061, 2.722)
C (-1.588, -4.071, 3.250)
C (-2.411, -2.974, 3.049)
C (-1.904, -1.902, 2.335)
N (-0.669, -1.878, 1.829)
C (3.563, -0.469, -0.338)
C (4.908, -0.181, -0.555)
C (5.262, 0.580, -1.652)
C (4.263, 1.046, -2.494)
C (2.950, 0.726, -2.193)
N (2.597, -0.021, -1.145)
H (0.377, -4.889, 2.823)
H (-1.946, -4.934, 3.801)
H (-3.430, -2.948, 3.412)
H (-2.516, -1.026, 2.148)
H (5.627, -0.567, 0.154)
H (6.303, 0.810, -1.849)
H (4.486, 1.653, -3.363)
H (2.141, 1.086, -2.818)
Br (-2.977, 0.527, -0.734)
C (-3.799, -1.183, -0.522)
C (-5.075, -1.153, 0.039)
C (-5.670, -2.352, 0.411)
C (-4.975, -3.539, 0.273)
C (-3.676, -3.577, -0.281)
C (-2.912, -4.769, -0.266)
C (-1.569, -4.765, -0.680)
C (-1.032, -3.646, -1.264)
C (-1.797, -2.454, -1.467)
C (-3.089, -2.362, -0.798)
H (-5.568, -0.206, 0.203)
H (-6.667, -2.347, 0.840)
H (-5.406, -4.471, 0.624)
H (-3.353, -5.656, 0.176)
H (-0.954, -5.649, -0.549)
H (-0.012, -3.671, -1.629)
Br (-0.043, 1.900, 7.570)
C (0.030, 2.063, 5.668)
C (-0.147, 3.303, 5.085)
C (-0.099, 3.431, 3.701)
C (0.133, 2.315, 2.875)
C (0.309, 1.064, 3.513)
C (0.253, 0.934, 4.886)
N (0.164, 2.322, 1.500)
C (0.168, 3.451, 0.808)
C (0.065, 3.470, -0.615)
C (0.114, 4.704, -1.318)
C (-0.020, 4.730, -2.679)
C (-0.216, 3.523, -3.374)
C (-0.252, 2.359, -2.625)
N (-0.103, 2.296, -1.302)
H (-0.335, 4.170, 5.706)
H (-0.275, 4.404, 3.264)
H (0.481, 0.188, 2.894)
H (0.387, -0.037, 5.344)
H (0.267, 4.428, 1.287)
H (0.257, 5.620, -0.755)
H (0.018, 5.675, -3.211)
H (-0.350, 3.490, -4.446)
H (-0.421, 1.406, -3.122)
F (-0.007, -1.640, -2.995)
B (-1.302, -1.589, -2.581)
F (-2.043, -0.737, -3.332)

No. 4
# C25H37F8N3O5

A cluster of 6 separate species, C25H37F8N3O5 in total (the ωB97M-V functional and the def2-TZVPD basis, the OMol25 dataset).

- spin multiplicity = 2
- E_tot (eV) = -62959.036
- HOMO-LUMO gap (alpha / beta) (eV) = 7.036 / 2.302
- total charge = +1
- highest occupied orbital energy (alpha / beta) (eV) = -11.99 / -11.99
- LUMO level (alpha / beta) (eV) = -4.96 / -9.69

Element x y z (Å)
C (-0.489, -0.203, -3.333)
C (0.777, -0.982, -2.938)
C (1.723, -1.045, -4.218)
F (2.045, 0.154, -4.737)
F (2.904, -1.688, -4.073)
F (1.485, -0.443, -2.001)
F (0.268, -2.148, -2.473)
O (-1.227, 0.351, -2.239)
C (-2.706, 0.189, -2.275)
C (-3.362, 1.128, -1.311)
F (-2.742, 2.319, -1.217)
F (-4.602, 1.242, -1.639)
F (-3.090, 0.525, -3.477)
F (-2.989, -1.111, -2.118)
H (-1.226, -0.900, -3.731)
H (-0.319, 0.600, -4.050)
H (1.147, -1.399, -5.073)
H (-3.094, 0.648, -0.370)
O (6.080, -2.554, 3.680)
C (5.558, -2.568, 2.539)
O (6.233, -2.659, 1.375)
C (5.370, -2.349, 0.275)
C (3.950, -2.134, 0.820)
C (4.078, -2.376, 2.399)
H (5.241, -3.225, -0.362)
H (5.818, -1.588, -0.363)
H (3.168, -2.826, 0.509)
H (3.676, -1.101, 0.607)
H (3.664, -3.278, 2.849)
H (3.868, -1.458, 2.948)
O (-1.664, 2.958, 4.024)
C (-2.083, 4.031, 3.683)
O (-1.483, 4.839, 2.765)
C (-2.149, 6.062, 2.579)
C (-3.488, 5.725, 3.283)
C (-3.186, 4.777, 4.393)
H (-2.179, 6.133, 1.492)
H (-1.521, 6.838, 3.015)
H (-4.175, 5.199, 2.621)
H (-3.947, 6.635, 3.670)
H (-3.998, 4.196, 4.830)
H (-2.732, 5.277, 5.249)
C (-0.629, -1.569, 0.562)
C (-0.150, -0.448, 1.540)
C (-0.974, 0.947, 1.506)
C (-2.406, 0.726, 1.768)
N (-3.558, 0.508, 1.967)
H (-0.859, -1.220, -0.444)
H (-1.482, -1.971, 1.111)
H (0.186, -2.240, 0.292)
H (0.870, -0.236, 1.219)
H (-0.094, -0.790, 2.573)
H (-0.810, 1.346, 0.505)
H (-0.533, 1.692, 2.169)
C (-1.091, -5.085, 0.969)
C (-1.659, -5.154, -0.380)
C (-0.998, -6.375, -1.194)
C (-1.014, -7.669, -0.462)
N (-0.974, -8.590, 0.196)
H (-1.573, -4.328, 1.587)
H (-0.004, -4.997, 0.947)
H (-1.460, -5.979, 1.474)
H (-1.458, -4.228, -0.918)
H (-2.742, -5.237, -0.291)
H (0.057, -6.272, -1.449)
H (-1.479, -6.555, -2.155)
C (0.731, 3.976, -0.454)
C (0.583, 3.272, -1.881)
C (1.853, 2.848, -2.521)
C (2.844, 3.839, -2.944)
N (3.609, 4.660, -3.264)
H (-0.113, 4.229, 0.188)
H (1.160, 4.962, -0.634)
H (1.378, 3.439, 0.239)
H (0.110, 3.828, -2.690)
H (0.027, 2.351, -1.709)
H (1.694, 2.155, -3.347)
H (2.360, 2.372, -1.682)

No. 5
# C12H25InN2O3P2

A structure of composition C12H25InN2O3P2 (the ωB97M-V functional and the def2-TZVPD basis, the OMol25 dataset).

- E_tot (eV) = -45720.057
- HOMO-LUMO gap (alpha / beta) (eV) = 4.911 / 4.910
- highest occupied orbital energy (alpha / beta) (eV) = -5.11 / -5.11
- relative energy (zero: lowest compared OMol25 entry of this formula, charge and spin) (kcal per mole) = 81.7
- LUMO level (alpha / beta) (eV) = -0.20 / -0.20

Element x y z (Å)
C (-0.140, 4.389, 0.046)
C (0.015, 3.035, 0.395)
N (0.557, 2.172, -0.486)
C (1.105, 2.584, -1.639)
C (1.085, 3.935, -1.962)
C (0.469, 4.851, -1.105)
C (-0.489, 2.577, 1.794)
P (-0.090, 0.792, 2.176)
In (1.275, -0.483, 0.478)
P (1.316, -0.165, -2.116)
C (1.673, 1.556, -2.599)
O (-4.511, 2.522, 0.555)
O (-2.669, 0.573, -2.044)
H (-0.549, 5.076, 0.798)
H (1.527, 4.224, -2.916)
H (0.474, 5.927, -1.350)
C (0.592, 1.150, 3.873)
C (-1.731, -0.020, 2.488)
H (1.302, 1.758, -3.609)
H (2.759, 1.691, -2.634)
H (-1.582, 2.893, 2.015)
H (0.087, 3.135, 2.609)
C (2.404, -1.244, -3.066)
C (-0.279, -0.477, -2.842)
H (-3.287, -0.221, -1.614)
H (-2.943, 0.721, -2.997)
H (-3.945, 1.875, 0.090)
H (-4.281, 3.431, 0.124)
H (2.850, 0.005, 1.072)
H (-4.226, -0.668, -1.079)
H (-0.089, 1.887, 4.349)
H (0.675, 0.238, 4.492)
H (1.597, 1.598, 3.753)
H (-1.963, 0.103, 3.570)
H (-2.489, 0.463, 1.830)
H (-1.640, -1.105, 2.252)
H (-0.269, -0.336, -3.932)
H (-0.635, -1.479, -2.593)
H (-1.003, 0.207, -2.376)
H (2.254, -1.037, -4.133)
H (3.448, -1.070, -2.777)
H (2.115, -2.278, -2.832)
O (-0.221, -4.563, 0.877)
C (-0.080, -3.404, 0.633)
N (0.025, -2.238, 0.378)